# C14H15Br2Cl2IrNO2

A structure of composition C14H15Br2Cl2IrNO2 (the ωB97M-V functional and the def2-TZVPD basis, the OMol25 dataset).

Geometry as XYZ:
```
37
Properties=species:S:1:pos:R:3:nbo_charge:R:1
Ir 0.6550 0.5141 -1.2807 1.1433
Cl 2.9273 1.1414 -1.8569 0.1612
C 2.4608 2.8726 -2.0009 -0.3657
Cl 0.7946 3.0242 -1.3664 0.1171
H 2.4689 3.1440 -3.0504 0.2746
H 3.1326 3.4711 -1.3961 0.2660
C 2.6440 0.9868 1.4306 -0.6636
C 1.1769 1.0167 1.6961 0.3010
C 0.6966 1.2336 2.9999 -0.2066
C -0.6420 1.2387 3.2842 -0.0652
C -1.5591 0.9852 2.2484 -0.1358
C -2.9864 0.8915 2.4011 0.0171
Br -3.7581 1.1936 4.0523 0.2840
C -3.7996 0.5729 1.3259 -0.2531
C -3.2707 0.3321 0.0677 -0.0877
Br -4.3392 -0.1290 -1.3626 0.2816
C -1.8690 0.4365 -0.1316 0.3575
O -1.3175 0.2195 -1.2564 -0.5211
C -1.0372 0.7792 0.9766 0.1758
N 0.3076 0.8289 0.6970 -0.4226
H 3.1945 0.9298 2.3653 0.2661
H 2.9621 1.8946 0.9152 0.2400
H 2.9080 0.1265 0.8170 0.2520
H 1.4196 1.3951 3.7871 0.2629
H -0.9893 1.4126 4.2935 0.2688
H -4.8691 0.5029 1.4720 0.2800
C -0.0815 -2.8773 -0.6727 -0.6276
C 0.0563 -2.2769 -2.0592 0.0736
C 0.6491 -3.2385 -3.0674 -0.6244
O 0.9753 -1.1583 -1.9837 -0.6023
H -0.7505 -3.7358 -0.7163 0.2495
H -0.5024 -2.1618 0.0370 0.1826
H 0.8860 -3.2196 -0.3030 0.2301
H -0.9063 -1.8904 -2.4081 0.1895
H 1.6144 -3.6108 -2.7257 0.2267
H 0.7726 -2.7595 -4.0372 0.2325
H -0.0243 -4.0865 -3.1913 0.2420
```

* highest occupied orbital energy (spin up / spin down): -15.15 / -15.94 eV
* orbital gap (spin up / spin down): 0.27535 / 0.23470 Ha
* net charge: +2
* E_LUMO (spin up / spin down): -7.7 / -9.6 eV
* multiplicity: 2
* F_max: 0.010 Eh/bohr